ORCA calculation (wB97M-V/def2-TZVPD) on an isolated molecule of CH5N3O in a non-equilibrium geometry.

Last column: natural (NBO) charge in e.
Atoms and positions in Å:
N: -1.878 -0.251 -0.170  -0.65
N: -0.501 -0.480 -0.289  -0.30
C: 0.189 0.617 -0.198  0.16
N: 1.642 0.458 -0.339  -0.31
O: 1.891 -0.830 0.101  -0.57
H: -2.215 -1.104 0.237  0.35
H: -2.247 0.415 0.586  0.33
H: -0.340 1.650 0.182  0.16
H: 1.902 0.985 0.545  0.35
H: 1.558 -1.459 -0.654  0.48

Properties
**HOMO**: -8.828 eV
**DFT total energy**: -7631.873 eV

ORCA calculation (wB97M-V/def2-TZVPD) on an isolated molecule of C5H10O2 in a non-equilibrium geometry.

Last column: natural (NBO) charge in e.
Atoms and positions in Å:
C: -2.196 0.597 0.364  -0.25
O: -1.028 0.069 0.909  -0.53
C: -0.178 -0.625 -0.046  0.50
O: -0.614 -1.935 -0.305  -0.71
C: 0.447 0.128 -1.175  -0.47
C: 1.317 -0.507 -0.048  -0.22
C: 2.053 0.446 0.919  -0.60
H: -2.649 1.267 1.111  0.21
H: -2.832 -0.263 -0.058  0.17
H: -1.880 1.324 -0.556  0.15
H: -1.390 -1.914 -0.963  0.47
H: 0.221 1.134 -1.125  0.21
H: 0.423 -0.382 -2.050  0.21
H: 1.853 -1.375 -0.381  0.23
H: 2.078 -0.019 1.879  0.22
H: 1.382 1.335 0.990  0.21
H: 2.991 0.721 0.537  0.21

Properties
**HOMO**: -9.866 eV
**DFT total energy**: -9439.942 eV

ORCA calculation (wB97M-V/def2-TZVPD) on a structure of composition C47H36BrIrN5O6.

Last column: Löwdin spin population.
Atoms and positions in Å:
Ir: -0.550 -0.270 0.685  0.83
C: 2.276 -1.882 3.564  0.00
O: 2.508 -2.400 2.206  0.02
C: 1.600 -1.844 1.446  0.03
N: 0.772 -1.016 1.980  0.00
C: 1.132 -0.845 3.413  0.00
C: 1.572 0.554 3.802  0.00
C: 1.321 1.688 3.043  0.01
C: 1.733 2.937 3.488  0.00
C: 2.391 3.069 4.701  0.00
C: 2.632 1.941 5.472  0.00
C: 2.225 0.694 5.024  0.00
C: 1.455 -2.210 0.041  0.00
C: 2.167 -3.237 -0.541  0.00
C: 1.808 -3.627 -1.821  -0.01
C: 0.736 -2.998 -2.432  0.00
C: 0.075 -1.949 -1.799  0.00
N: 0.460 -1.534 -0.581  0.00
C: -1.136 0.216 -2.518  0.00
N: -0.991 1.174 -1.308  0.02
C: -1.844 2.402 -1.679  0.00
C: -2.208 2.102 -3.147  0.00
O: -2.144 0.671 -3.269  0.00
C: -2.984 2.727 -0.734  0.00
C: -2.772 2.694 0.636  0.00
C: -3.754 3.123 1.517  0.00
C: -4.950 3.627 1.033  0.00
C: -5.150 3.716 -0.337  0.00
C: -4.174 3.279 -1.219  0.00
H: 3.210 -1.431 3.884  0.00
H: 2.028 -2.732 4.193  0.00
H: 0.255 -1.115 4.000  0.00
H: 0.779 1.619 2.111  0.01
H: 1.519 3.813 2.890  0.00
H: 2.702 4.044 5.051  0.00
H: 3.129 2.030 6.429  0.00
H: 2.401 -0.170 5.656  0.00
H: 2.946 -3.731 0.021  0.00
H: 2.325 -4.433 -2.323  0.00
H: 0.402 -3.332 -3.401  0.00
H: -1.151 3.244 -1.639  0.00
H: -1.514 2.545 -3.863  0.00
H: -3.215 2.385 -3.412  0.00
H: -1.834 2.341 1.045  0.00
H: -3.571 3.068 2.582  0.00
H: -5.716 3.969 1.716  0.00
H: -6.067 4.137 -0.726  0.00
H: -4.362 3.408 -2.274  0.00
C: 3.669 0.831 0.560  0.00
O: 2.414 1.081 -0.098  0.00
C: 2.286 2.278 -0.691  0.00
C: 3.136 3.360 -0.470  0.00
C: 3.011 4.522 -1.211  0.00
C: 2.054 4.643 -2.213  0.00
C: 1.186 3.598 -2.433  0.00
C: 1.278 2.448 -1.646  0.00
N: 0.300 1.429 -1.922  0.00
N: 0.264 0.698 -2.913  0.01
C: -1.198 -1.321 -2.402  0.00
C: -2.359 -1.628 -1.419  0.00
O: -2.302 -1.197 -0.270  0.04
C: -3.483 -2.417 -1.836  0.00
C: -3.586 -2.846 -3.101  0.00
C: -2.601 -2.554 -4.128  0.00
C: -2.824 -3.003 -5.430  0.00
C: -1.918 -2.729 -6.438  0.00
C: -0.774 -2.004 -6.142  0.00
C: -0.540 -1.558 -4.848  0.00
C: -1.447 -1.826 -3.831  0.00
H: 3.734 1.385 1.495  0.00
H: 4.495 1.088 -0.103  0.00
H: 3.692 -0.232 0.772  0.00
H: 3.912 3.284 0.277  0.00
H: 3.688 5.342 -1.015  0.00
H: 1.983 5.543 -2.806  0.00
H: 0.424 3.662 -3.199  0.00
H: -4.226 -2.625 -1.078  0.00
H: -4.447 -3.436 -3.396  0.00
H: -3.721 -3.571 -5.643  0.00
H: -2.100 -3.080 -7.444  0.00
H: -0.053 -1.785 -6.919  0.00
H: 0.374 -1.014 -4.648  0.00
Br: -5.362 -3.667 5.177  0.00
C: -4.885 -2.404 3.857  0.00
C: -5.721 -2.208 2.766  0.00
C: -5.363 -1.282 1.798  0.00
C: -4.178 -0.569 1.912  0.00
C: -3.353 -0.764 3.013  0.00
C: -3.714 -1.683 3.996  0.00
C: -2.069 -0.008 3.204  0.00
O: -1.490 -0.030 4.266  0.00
O: -1.589 0.639 2.142  0.01
H: -6.642 -2.768 2.684  0.00
H: -6.021 -1.110 0.955  0.00
H: -3.900 0.147 1.157  0.00
H: -3.077 -1.815 4.859  0.00

Properties
**2S+1**: 2
**HOMO (spin up / spin down)**: -12.468 / -12.469 eV
**DFT total energy**: -141922.632 eV
**Net charge**: +2
**⟨S²⟩**: 0.76